1.
Entry from OMol25: a 2-piece molecular cluster, C2H9NO overall (the ωB97M-V functional and the def2-TZVPD basis).

Structure (XYZ):
```
13
Properties=species:S:1:pos:R:3:nbo_charge:R:1
C -1.217 -0.600 -0.121 -0.417
N 0.236 -0.694 0.078 -0.651
C 1.161 -0.269 -1.001 -0.425
H -1.282 0.294 -0.765 0.199
H -1.608 -1.481 -0.636 0.176
H -1.813 -0.462 0.806 0.192
H 0.436 -1.648 0.348 0.352
H 0.882 -0.294 -2.069 0.180
H 2.061 -0.871 -0.795 0.204
H 1.388 0.787 -0.844 0.194
H -0.821 1.953 1.893 0.467
H 0.479 1.214 1.456 0.487
O 0.100 2.071 1.651 -0.959
```

Results
SMILES: CNC.O
HOMO: -9.08 eV
Kohn-Sham gap: 10.0 eV
Molecular weight: 63.10 g mol⁻¹

2.
Entry from OMol25: a 2-piece molecular cluster, C2H9NO overall (the ωB97M-V functional and the def2-TZVPD basis).

Structure (XYZ):
```
13
Properties=species:S:1:pos:R:3:nbo_charge:R:1
C -1.960 0.532 -0.006 -0.430
C 2.219 0.423 -0.009 -0.260
H -0.816 -1.137 0.417 0.366
H -2.429 -1.454 0.489 0.340
H -2.959 0.801 -0.390 0.187
H -1.892 1.001 0.959 0.176
H -1.338 1.080 -0.795 0.188
H 2.142 -1.499 -0.639 0.466
H 2.066 0.697 1.048 0.192
H 3.303 0.435 -0.160 0.166
H 1.822 0.984 -0.796 0.176
N -1.736 -0.951 -0.153 -0.828
O 1.579 -0.912 0.036 -0.739
```

Results
SMILES: CN.CO
HOMO: -9.45 eV
Kohn-Sham gap: 10.3 eV
Molecular weight: 63.10 g mol⁻¹

3.
Entry from OMol25: a 2-piece molecular cluster, C2H9NO overall (the ωB97M-V functional and the def2-TZVPD basis).

Structure (XYZ):
```
13
Properties=species:S:1:pos:R:3:nbo_charge:R:1
C -2.145 -0.428 -0.010 -0.423
C 2.549 -0.028 0.148 -0.271
H -1.509 1.435 -0.819 0.347
H -1.553 1.282 0.910 0.345
H -2.236 -0.873 0.973 0.197
H -3.100 -0.225 -0.605 0.179
H -1.546 -1.129 -0.665 0.168
H 0.879 -0.766 -0.568 0.452
H 2.927 0.784 0.768 0.177
H 2.363 -0.898 0.837 0.163
H 3.386 -0.232 -0.614 0.163
N -1.247 0.767 0.067 -0.808
O 1.233 0.311 -0.422 -0.688
```

Results
SMILES: CN.CO
HOMO: -8.73 eV
Kohn-Sham gap: 9.6 eV
Molecular weight: 63.10 g mol⁻¹

1 is the most stable structure; the next one sits 0.0332 hartree above it.

1.
Entry from OMol25: an isolated ion of composition C4H8N3OS and charge +1 (the ωB97M-V functional and the def2-TZVPD basis).

Structure (XYZ):
```
17
Properties=species:S:1:pos:R:3:nbo_charge:R:1
C -1.309 -1.754 0.945 0.932
C 0.522 1.048 0.943 0.362
C -0.091 -0.152 -1.061 -0.284
C -0.488 -1.614 -1.268 -0.052
N 0.290 -0.038 0.315 -0.616
N 0.537 2.307 0.492 -0.792
N -1.397 -1.853 2.110 -0.554
O -1.439 -2.001 -0.235 -0.404
S 0.837 0.872 2.678 0.035
H 0.738 0.071 -1.742 0.231
H -0.937 0.501 -1.311 0.204
H -1.003 -1.774 -2.213 0.238
H 0.374 -2.281 -1.184 0.224
H 0.441 2.512 -0.488 0.415
H 0.811 3.055 1.108 0.425
H 1.232 -0.396 2.581 0.157
H -1.434 -1.411 3.007 0.478
```

Results
SMILES: [NH+]#COCC/N=C(\N)S
HOMO: -13.24 eV
Kohn-Sham gap: 10.1 eV
Molecular weight: 146.20 g mol⁻¹
Charge: +1

2.
Entry from OMol25: an isolated ion of composition C4H8N3OS and charge +1 (the ωB97M-V functional and the def2-TZVPD basis).

Structure (XYZ):
```
17
Properties=species:S:1:pos:R:3:nbo_charge:R:1
C -0.168 1.477 0.832 0.257
C 0.495 -0.641 1.988 0.657
C -0.103 0.728 2.069 -0.607
C 0.431 -0.190 -0.611 0.300
N 0.045 1.058 -0.353 -0.525
N 0.479 -1.204 0.740 -0.690
N -0.545 -0.889 -1.471 -0.761
O 0.847 -1.350 2.909 -0.526
S 1.961 -0.423 -1.525 0.039
H -0.519 2.508 0.837 0.229
H 0.321 1.149 2.971 0.301
H -1.166 0.689 2.104 0.287
H 0.933 -2.123 0.532 0.428
H 0.088 -1.301 -2.193 0.472
H -1.320 -0.172 -1.638 0.480
H -1.130 -1.724 -1.043 0.481
H 2.800 -0.517 -0.511 0.180
```

Results
SMILES: [NH3+][C@@]1(S)N=CCC(=O)N1
HOMO: -13.92 eV
Kohn-Sham gap: 9.9 eV
Molecular weight: 146.20 g mol⁻¹
Charge: +1

1 is the most stable structure; the next one sits 0.0184 hartree above it.

1.
Entry from OMol25: an isolated ion of composition C4H12N3 and charge +1 (the ωB97M-V functional and the def2-TZVPD basis).

Structure (XYZ):
```
19
Properties=species:S:1:pos:R:3:nbo_charge:R:1
C -1.555 -0.975 -0.652 -0.195
C -0.490 -0.099 -1.334 -0.456
C 0.240 0.919 -0.482 -0.244
N 1.723 2.584 1.393 -0.656
C 1.721 1.346 1.440 0.297
N 0.947 0.395 0.692 -0.681
N -0.808 -1.905 0.360 -0.684
H -1.945 -1.673 -1.387 0.229
H -2.352 -0.506 -0.079 0.237
H 0.067 -0.769 -2.013 0.232
H -1.016 0.437 -2.125 0.266
H 0.952 1.427 -1.152 0.217
H -0.464 1.643 -0.052 0.214
H 0.972 3.164 1.051 0.370
H 2.406 0.774 2.079 0.165
H 1.591 -0.345 0.428 0.357
H -1.148 -2.852 0.204 0.437
H 0.207 -1.908 0.310 0.443
H -1.047 -1.656 1.319 0.450
```

Results
SMILES: [H]/N=C\NCCC[NH3+]
HOMO: -12.65 eV
Kohn-Sham gap: 9.0 eV
Molecular weight: 102.16 g mol⁻¹
Charge: +1

2.
Entry from OMol25: a 2-piece molecular cluster, C4H12N3 overall (the ωB97M-V functional and the def2-TZVPD basis).

Structure (XYZ):
```
19
Properties=species:S:1:pos:R:3:nbo_charge:R:1
C -0.298 -2.605 0.425 -0.155
C 1.491 1.111 1.057 -0.692
C -1.443 -0.631 -1.230 -0.455
C 0.290 1.522 0.234 0.288
N -0.333 -1.340 0.737 -0.200
N -0.667 -0.350 -0.055 -0.372
N 0.449 2.149 -0.884 -0.723
H 0.111 -3.380 1.033 0.224
H -0.525 -2.925 -0.521 0.199
H 2.336 1.921 0.917 0.265
H 1.723 0.039 0.649 0.246
H 1.230 0.924 2.042 0.237
H -1.313 0.362 -1.679 0.220
H -0.975 -1.481 -1.826 0.193
H -2.574 -0.846 -1.074 0.227
H -0.566 1.858 0.894 0.231
H -0.251 2.777 -1.159 0.431
H 1.403 2.054 -1.239 0.421
H -0.087 -1.159 1.676 0.414
```

Results
HOMO: -12.32 eV
Kohn-Sham gap: 8.9 eV
Molecular weight: 102.16 g mol⁻¹
Charge: +1

3.
Entry from OMol25: a 2-piece molecular cluster, C4H12N3 overall (the ωB97M-V functional and the def2-TZVPD basis).

Structure (XYZ):
```
19
Properties=species:S:1:pos:R:3:nbo_charge:R:1
C 0.267 1.891 2.532 -0.409
N 1.657 0.143 -0.362 -0.739
C 1.516 0.953 0.648 0.393
N 0.543 0.866 1.523 -0.512
H -0.631 2.446 2.274 0.225
H 1.126 2.539 2.596 0.222
H 0.105 1.411 3.491 0.231
H 0.850 -0.445 -0.744 0.450
H 2.505 0.241 -0.901 0.423
H 2.249 1.748 0.803 0.215
H -0.086 0.085 1.412 0.416
C -1.941 -0.809 -1.287 -0.439
C -0.322 -2.281 -2.091 0.005
N -0.556 -1.228 -1.451 -0.466
H -2.172 -0.731 -0.223 0.201
H -2.656 -1.498 -1.730 0.204
H -2.065 0.171 -1.729 0.221
H 0.709 -2.597 -2.222 0.182
H -1.097 -2.903 -2.540 0.176
```

Results
HOMO: -14.18 eV
Kohn-Sham gap: 11.3 eV
Molecular weight: 102.16 g mol⁻¹
Charge: +1

4.
Entry from OMol25: a 2-piece molecular cluster, C4H12N3 overall (the ωB97M-V functional and the def2-TZVPD basis).

Structure (XYZ):
```
19
Properties=species:S:1:pos:R:3:nbo_charge:R:1
C -0.533 1.830 -0.539 -0.609
C -1.520 0.928 0.214 -0.250
C -2.204 -0.909 -1.118 0.025
N -1.421 -0.455 -0.228 -0.456
H -0.755 2.870 -0.323 0.243
H 0.469 1.584 -0.190 0.196
H -0.639 1.653 -1.609 0.219
H -2.563 1.261 0.113 0.198
H -1.378 0.923 1.302 0.206
H -3.110 -0.387 -1.413 0.184
H -1.900 -1.841 -1.584 0.191
N 3.000 -0.820 1.206 -0.727
C 1.689 -1.002 1.029 0.402
N 1.119 -1.232 -0.106 -0.738
H 3.513 -0.510 0.399 0.412
H 3.320 -0.461 2.093 0.429
H 1.150 -0.961 1.972 0.216
H 0.058 -0.949 -0.337 0.454
H 1.706 -1.520 -0.880 0.407
```

Results
HOMO: -14.09 eV
Kohn-Sham gap: 10.8 eV
Molecular weight: 102.16 g mol⁻¹
Charge: +1

3 is the most stable structure; the next one sits 0.0122 hartree above it.

1.
Entry from OMol25: a 2-piece molecular cluster, C4H12N3 overall (the ωB97M-V functional and the def2-TZVPD basis).

Structure (XYZ):
```
19
Properties=species:S:1:pos:R:3:nbo_charge:R:1
C -2.449 -0.889 0.427 -0.489
C -2.110 0.024 1.684 -0.457
C -1.420 0.138 0.431 -0.156
C 1.307 -0.568 0.093 0.089
N 1.264 -0.959 -1.325 -0.745
N 1.999 0.684 0.156 -0.448
N 1.775 1.564 -0.949 -0.714
H -2.491 -1.952 0.485 0.252
H -3.398 -0.664 -0.268 0.233
H -2.834 0.835 1.825 0.238
H -1.584 -0.518 2.468 0.245
H -1.419 1.052 -0.110 0.192
H 1.746 -1.174 0.829 0.211
H 1.728 -0.205 -1.792 0.456
H 0.225 -1.015 -1.553 0.485
H 1.861 1.103 1.021 0.383
H 1.135 2.323 -0.690 0.385
H 1.934 -1.699 -1.525 0.447
H 2.731 1.923 -1.206 0.393
```

Results
HOMO (spin up / spin down): -11.70 / -12.33 eV
Kohn-Sham gap (spin up / spin down): 7.8 / 8.8 eV
Molecular weight: 102.16 g mol⁻¹
Charge: +1

2.
Entry from OMol25: an isolated ion of composition C4H12N3 and charge +1 (the ωB97M-V functional and the def2-TZVPD basis).

Structure (XYZ):
```
19
Properties=species:S:1:pos:R:3:nbo_charge:R:1
C 0.421 -0.485 2.246 -0.225
C 1.134 0.527 1.341 -0.426
C 0.207 1.043 0.194 -0.246
N -1.179 0.800 -2.617 -0.791
C -0.298 -0.053 -2.036 0.423
N 0.034 -0.072 -0.795 -0.546
N -0.194 -1.585 1.409 -0.866
H 1.123 -0.969 2.920 0.217
H -0.426 -0.061 2.792 0.204
H 2.001 0.049 0.859 0.222
H 1.608 1.322 1.899 0.251
H 0.841 1.792 -0.292 0.231
H -0.797 1.377 0.466 0.223
H -1.964 0.546 -3.188 0.447
H -1.067 1.749 -2.298 0.409
H -0.042 -0.883 -2.692 0.217
H 0.131 -0.968 -0.223 0.481
H 0.164 -2.481 1.733 0.393
H -1.196 -1.647 1.564 0.383
```

Results
SMILES: N/C=[NH+]\CCCN
HOMO: -14.01 eV
Kohn-Sham gap: 10.2 eV
Molecular weight: 102.16 g mol⁻¹
Charge: +1

2 is the most stable structure; the next one sits 0.2225 hartree above it.

1.
Entry from OMol25: an isolated ion of composition C4H12N3 and charge +1 (the ωB97M-V functional and the def2-TZVPD basis).

Structure (XYZ):
```
19
Properties=species:S:1:pos:R:3:nbo_charge:R:1
C 1.158 0.199 -0.195 0.404
C 1.976 1.358 0.230 -0.686
C -2.660 -0.235 -0.063 -0.641
C -1.227 -0.659 0.182 -0.212
N 1.447 -1.403 0.626 -0.426
N 1.727 -0.960 -0.745 -0.476
N -0.313 0.438 -0.274 -0.533
H 1.870 1.566 1.293 0.252
H 1.666 2.248 -0.317 0.240
H 3.020 1.166 0.007 0.280
H -2.945 0.588 0.589 0.225
H -2.808 0.067 -1.098 0.216
H -3.333 -1.060 0.140 0.264
H -0.981 -1.571 -0.362 0.233
H -1.028 -0.846 1.237 0.251
H 2.321 -1.333 1.147 0.354
H 1.200 -1.493 -1.433 0.373
H -0.525 1.275 0.286 0.444
H -0.564 0.656 -1.250 0.439
```

Results
SMILES: CC[NH2+]C1(C)NN1
HOMO: -13.81 eV
Kohn-Sham gap: 10.4 eV
Molecular weight: 102.16 g mol⁻¹
Charge: +1

2.
Entry from OMol25: an isolated ion of composition C4H12N3 and charge +1 (the ωB97M-V functional and the def2-TZVPD basis).

Structure (XYZ):
```
19
Properties=species:S:1:pos:R:3:nbo_charge:R:1
C -2.106 0.519 -0.008 -0.426
C -1.047 -0.237 0.272 0.116
C 0.568 1.299 -1.079 -0.665
C 0.369 0.111 -0.169 0.235
N -0.946 -1.314 1.125 -0.851
N 0.980 -1.119 -0.727 -0.878
N 1.138 0.249 1.122 -0.712
H -3.118 0.153 0.392 0.234
H -2.050 1.238 -0.803 0.229
H 1.723 1.354 -1.245 0.224
H 0.182 2.396 -0.783 0.265
H 0.095 1.021 -2.051 0.261
H -1.727 -1.668 1.549 0.407
H -0.235 -2.009 0.790 0.409
H 1.804 -0.937 -1.219 0.382
H 0.357 -1.670 -1.425 0.413
H 0.836 -0.651 1.647 0.478
H 2.248 0.214 0.998 0.449
H 0.928 1.051 1.617 0.431
```

Results
SMILES: C=C(N)[C@](C)(N)[NH3+]
HOMO: -12.88 eV
Kohn-Sham gap: 9.6 eV
Molecular weight: 102.16 g mol⁻¹
Charge: +1

2 is the most stable structure; the next one sits 0.0725 hartree above it.